1.
Molecular formula: C5H8O2
Method: DFT, wB97M-V/def2-TZVPD

Positions of all 15 atoms, in Å:
C  -1.23229  -1.51189  0.61486
C  -0.01687  -1.33397  0.09002
O  1.09398  -1.72742  0.78289
C  0.25403  -0.46009  -1.10068
C  0.47794  0.95763  -0.62041
C  0.12414  1.40116  0.58414
O  -0.02739  2.71790  0.89813
H  -1.36225  -1.87410  1.62837
H  -2.13322  -1.13428  0.13872
H  1.88215  -1.38260  0.33960
H  1.09690  -0.83325  -1.70157
H  -0.61048  -0.46774  -1.77348
H  0.77012  1.70734  -1.35202
H  -0.09443  0.74061  1.41885
H  -0.20086  3.18448  0.06672

The SMILES is C=C(O)C/C=C/O. Its total charge is 0. Its gap between HOMO and LUMO is 0.3451 Ha. The HOMO energy comes out at -8.616 eV. As for the LUMO energy: 0.776 eV. Its spin multiplicity is 1.

Mulliken population analysis, charges in e, atoms 1 to 8: -0.76, 0.31, -0.51, -0.88, -0.43, 0.16, -0.49, 0.30


2.
Molecular formula: C5H8O2
Method: DFT, wB97M-V/def2-TZVPD

Positions of all 15 atoms, in Å:
C  -2.19833  0.06390  -0.70329
C  -1.06987  -0.45464  0.18198
C  0.25890  0.20731  -0.15289
C  1.41182  -0.33172  0.64332
O  1.36799  -1.28692  1.38620
C  2.75521  0.38104  0.48756
O  2.87513  1.43537  -0.08208
H  -2.32130  1.14771  -0.59501
H  -3.15125  -0.40803  -0.44563
H  -1.99712  -0.14180  -1.76110
H  -0.96770  -1.54059  0.07591
H  -1.30284  -0.27410  1.23811
H  0.51480  0.06949  -1.21460
H  0.22536  1.29529  -0.01402
H  3.59920  -0.16232  0.95554

The SMILES is CCCC(=O)C=O. Its total charge is 0. Its gap between HOMO and LUMO is 0.3459 Ha. The HOMO energy comes out at -9.824 eV. As for the LUMO energy: -0.411 eV. Its spin multiplicity is 1.

Mulliken population analysis, charges in e, atoms 1 to 8: -1.25, -0.26, -0.52, 0.45, -0.53, -0.06, -0.45, 0.32


3.
Molecular formula: C5H8O2
Method: DFT, wB97M-V/def2-TZVPD

Positions of all 15 atoms, in Å:
C  -0.62183  0.32257  -1.72267
C  0.02532  -0.43510  -0.60208
C  1.38025  -0.39770  -0.12830
C  0.47936  0.16357  1.03385
O  0.23540  1.47083  1.45215
C  -0.75924  -0.70284  1.27401
O  -0.77788  -1.39059  0.02855
H  -1.09440  -0.35296  -2.46241
H  0.08409  0.97010  -2.25918
H  -1.42217  0.94187  -1.28708
H  1.88748  -1.32412  0.12470
H  2.00916  0.27393  -0.73295
H  1.01652  1.89872  1.82411
H  -0.79126  -1.39787  2.12466
H  -1.65080  -0.04041  1.33264

Its total charge is 0. Its gap between HOMO and LUMO is 0.3071 Ha. The HOMO energy comes out at -7.547 eV. As for the LUMO energy: 0.810 eV. Its spin multiplicity is 1.

Mulliken population analysis, charges in e, atoms 1 to 8: -1.15, 0.78, -0.74, 0.36, -0.51, -0.59, -0.45, 0.33


4.
Molecular formula: C5H8O2
Method: DFT, wB97M-V/def2-TZVPD

Positions of all 15 atoms, in Å:
C  2.01001  0.66372  0.46594
C  0.73574  0.40646  0.25251
C  -0.60754  0.99434  0.36297
O  -0.90694  2.09347  -0.43683
C  -0.39649  -0.36674  -0.29762
C  -0.83585  -1.60930  0.43986
O  -0.61886  -0.35130  -1.68864
H  2.23782  1.57355  1.01281
H  2.83901  0.04041  0.13906
H  -1.12476  1.03392  1.31894
H  -0.72538  1.81136  -1.34735
H  -1.89151  -1.82570  0.25049
H  -0.69707  -1.45845  1.51625
H  -0.23521  -2.47762  0.14743
H  0.21704  -0.52813  -2.13582

The SMILES is C=C1[C@@H](O)[C@@]1(C)O. Its total charge is 0. Its gap between HOMO and LUMO is 0.3658 Ha. The HOMO energy comes out at -9.287 eV. As for the LUMO energy: 0.665 eV. Its spin multiplicity is 1.

Mulliken population analysis, charges in e, atoms 1 to 8: -0.73, 0.19, -0.27, -0.52, 0.68, -1.31, -0.59, 0.24


5.
Molecular formula: C5H8O2
Method: DFT, wB97M-V/def2-TZVPD

Positions of all 15 atoms, in Å:
C  -1.28850  0.04774  -0.87655
C  0.02686  -0.11082  -0.13728
C  1.20696  -0.28258  -1.07274
C  0.19427  0.80924  1.08702
C  -0.09413  -0.46419  1.87202
O  -0.28716  -0.78731  3.00485
O  -0.08600  -1.26650  0.77200
H  -2.11630  0.16917  -0.17051
H  -1.26059  0.91955  -1.53870
H  -1.48307  -0.84369  -1.48144
H  2.14579  -0.39432  -0.52216
H  1.06073  -1.17681  -1.68786
H  1.29403  0.57921  -1.74420
H  1.21402  1.16961  1.25003
H  -0.51793  1.62847  1.20897

Its total charge is 0. Its gap between HOMO and LUMO is 0.4100 Ha. The HOMO energy comes out at -10.428 eV. As for the LUMO energy: 0.730 eV. Its spin multiplicity is 1.

Mulliken population analysis, charges in e, atoms 1 to 8: -1.50, 1.49, -1.55, -0.64, 0.44, -0.56, -0.42, 0.37


6.
Molecular formula: C5H8O2
Method: DFT, wB97M-V/def2-TZVPD

Positions of all 15 atoms, in Å:
C  -1.40455  -0.86186  -0.06478
C  -0.44134  0.30357  0.00721
O  -1.02257  1.53480  -0.37561
C  0.01446  0.72030  1.32782
C  1.77138  -0.81799  -0.30232
C  0.88198  0.15767  -0.77878
O  1.10399  1.08732  -1.58535
H  -2.29534  -0.65666  0.53736
H  -1.70677  -0.99931  -1.10566
H  -0.94437  -1.79193  0.28902
H  -0.32298  1.85113  -1.01268
H  0.75130  1.51788  1.39004
H  -0.58188  0.50626  2.22143
H  2.77804  -0.82273  -0.72693
H  1.41866  -1.72846  0.17922

Its total charge is 0. Its gap between HOMO and LUMO (spin up / spin down) is 0.3569 / 0.2379 Ha. The HOMO energy (spin up / spin down) comes out at -9.746 / -8.285 eV. As for the LUMO energy (spin up / spin down): -0.035 / -1.811 eV. Its spin multiplicity is 1.

Mulliken population analysis, charges in e, atoms 1 to 8: -1.38, 0.95, -0.62, -1.02, -0.90, 0.90, -0.64, 0.37


7.
Molecular formula: C5H8O2
Method: DFT, wB97M-V/def2-TZVPD

Positions of all 15 atoms, in Å:
C  -2.21522  -0.02599  -0.84631
C  -1.08543  -0.43427  0.10120
C  0.24375  0.32240  -0.11592
C  1.36666  -0.21310  0.65559
O  1.29412  -0.91436  1.64124
C  2.74236  0.26248  0.19016
O  2.95928  1.01944  -0.72642
H  -2.44169  1.03890  -0.74060
H  -3.13050  -0.58890  -0.62751
H  -1.95609  -0.21028  -1.89721
H  -0.89299  -1.52081  -0.00171
H  -1.37926  -0.30956  1.14235
H  0.45030  0.49582  -1.17891
H  0.57980  1.30796  0.39705
H  3.50941  -0.26416  0.77494

The SMILES is CCCC(=O)C=O. Its total charge is 0. Its gap between HOMO and LUMO is 0.3441 Ha. The HOMO energy comes out at -9.730 eV. As for the LUMO energy: -0.366 eV. Its spin multiplicity is 1.

Mulliken population analysis, charges in e, atoms 1 to 8: -1.25, -0.27, -0.31, 0.33, -0.55, 0.00, -0.46, 0.32


8.
Molecular formula: C5H8O2
Method: DFT, wB97M-V/def2-TZVPD

Positions of all 15 atoms, in Å:
O  -0.88804  -1.26430  -0.94330
C  0.51303  0.20806  0.85644
C  0.07364  1.43445  0.13100
C  -1.36138  1.80733  0.44491
O  -2.25514  0.98912  0.43360
C  1.31480  -0.70485  0.02873
C  0.23212  -1.79724  -0.28146
H  -1.48302  -0.83987  -0.30126
H  0.75312  2.19557  0.55791
H  0.21099  1.46437  -0.96721
H  -1.57898  2.87412  0.66217
H  2.09968  -1.19613  0.61615
H  1.72091  -0.32941  -0.92729
H  0.68077  -2.52848  -0.96279
H  -0.03251  -2.31273  0.65241

Its total charge is 0. Its gap between HOMO and LUMO is 0.3131 Ha. The HOMO energy comes out at -8.718 eV. As for the LUMO energy: -0.199 eV. Its spin multiplicity is 1.

Mulliken population analysis, charges in e, atoms 1 to 8: -0.51, -0.55, -0.33, 0.06, -0.50, -0.18, -0.51, 0.33


9.
Molecular formula: C5H8O2
Method: DFT, wB97M-V/def2-TZVPD

Positions of all 15 atoms, in Å:
C  0.42592  -1.17764  0.19299
O  1.65892  -1.10256  -0.68978
C  0.93698  -0.17149  -1.29383
C  0.72529  1.01780  -0.42283
C  0.16821  0.20533  0.79131
C  -1.40270  0.28929  0.71907
O  -1.80018  -0.29086  -0.45015
H  0.50000  -2.11978  0.74754
H  -0.69502  -1.14772  -0.43793
H  0.66132  -0.28963  -2.34933
H  0.02751  1.75466  -0.82742
H  1.69537  1.48452  -0.19691
H  0.60032  0.44552  1.76923
H  -1.76758  -0.24051  1.63003
H  -1.73435  1.34308  0.81801

Its total charge is 0. Its gap between HOMO and LUMO (spin up / spin down) is 0.2657 / 0.2656 Ha. The HOMO energy (spin up / spin down) comes out at -8.085 / -8.084 eV. As for the LUMO energy (spin up / spin down): -0.856 / -0.856 eV. Its spin multiplicity is 1.

Mulliken population analysis, charges in e, atoms 1 to 8: -0.92, -0.38, 0.28, -0.68, 0.07, -0.67, -0.73, 0.42


10.
Molecular formula: C5H8O2
Method: DFT, wB97M-V/def2-TZVPD

Positions of all 15 atoms, in Å:
C  -1.51650  0.19174  0.76843
C  -0.62974  0.43409  -0.42432
C  -1.11962  0.42436  -1.65429
O  -1.67062  0.71610  -2.64629
C  0.82238  0.06653  -0.47294
C  1.57851  0.07536  0.83676
O  0.70374  -1.27029  -1.24543
H  -1.28789  0.89740  1.56885
H  -2.56034  0.33040  0.49558
H  -1.41005  -0.82243  1.15883
H  1.37221  0.62778  -1.23185
H  2.59341  -0.28581  0.67985
H  1.10007  -0.54779  1.58998
H  1.63477  1.10192  1.20020
H  0.38967  -1.93938  -0.62336

The SMILES is CC(=C=O)[C@@H](C)O. Its total charge is 0. Its gap between HOMO and LUMO is 0.3311 Ha. The HOMO energy comes out at -8.267 eV. As for the LUMO energy: 0.742 eV. Its spin multiplicity is 1.

Mulliken population analysis, charges in e, atoms 1 to 8: -1.19, 0.18, 0.57, -0.42, 0.16, -1.39, -0.56, 0.28


11.
Molecular formula: C5H8O2
Method: DFT, wB97M-V/def2-TZVPD

Positions of all 15 atoms, in Å:
C  -1.02067  -1.30308  -0.14232
C  -0.10899  -0.11249  0.11270
C  1.17808  -0.52278  0.80223
C  -0.06834  0.86457  -1.05814
C  0.08355  1.91656  -0.03274
O  0.48292  3.02312  0.09430
O  -0.60766  1.05571  0.90219
H  -1.92716  -1.02195  -0.68648
H  -0.46904  -2.01467  -0.77750
H  -1.29501  -1.82535  0.77574
H  1.76297  0.36073  1.07295
H  0.92310  -1.04557  1.73145
H  1.78784  -1.18538  0.18445
H  0.44155  0.76876  -2.02052
H  -1.16315  1.04185  -0.95830

Its total charge is 0. Its gap between HOMO and LUMO is 0.4151 Ha. The HOMO energy comes out at -10.552 eV. As for the LUMO energy: 0.743 eV. Its spin multiplicity is 1.

Mulliken population analysis, charges in e, atoms 1 to 8: -1.43, 1.23, -1.41, -0.46, 0.29, -0.53, -0.43, 0.31


12.
Molecular formula: C5H8O2
Method: DFT, wB97M-V/def2-TZVPD

Positions of all 15 atoms, in Å:
O  0.99038  1.34955  1.30407
C  -0.12070  1.46002  0.45361
C  -0.31454  0.07402  -0.14147
C  -0.63271  -1.15740  0.60516
C  0.24494  -1.95808  -0.19756
O  0.58230  -3.12075  -0.28231
C  0.69605  -0.69778  -0.99623
H  1.25397  2.23679  1.57369
H  -1.03297  1.75340  0.99705
H  0.04740  2.18576  -0.35618
H  -1.25446  0.47981  -1.10943
H  -1.25740  -1.30058  1.47883
H  -1.46023  -0.25192  -0.50440
H  1.70694  -0.37017  -0.74255
H  0.55102  -0.68268  -2.08229

Its total charge is 0. Its gap between HOMO and LUMO is 0.3015 Ha. The HOMO energy comes out at -8.076 eV. As for the LUMO energy: 0.130 eV. Its spin multiplicity is 1.

Mulliken population analysis, charges in e, atoms 1 to 8: -0.49, -0.56, 0.98, -1.28, 0.51, -0.66, -0.73, 0.33


13.
Molecular formula: C5H8O2
Method: DFT, wB97M-V/def2-TZVPD

Positions of all 15 atoms, in Å:
O  -2.20236  0.74233  1.05745
C  -1.22271  -0.22025  0.76046
C  0.24099  0.17688  1.10622
C  0.61297  0.00973  -0.40424
C  1.91835  -0.21709  -0.96918
O  1.21683  0.76534  -1.65014
C  -0.80730  -0.38866  -0.72602
H  -1.94137  1.57291  0.63797
H  -1.59129  -1.14414  1.21922
H  0.36549  1.14518  1.58436
H  0.73919  -0.57492  1.75158
H  2.73683  0.23343  -0.40343
H  2.13241  -1.18494  -1.39377
H  -1.20738  0.42319  -1.34528
H  -0.99065  -1.33902  -1.22520

The SMILES is O[C@H]1C[C@]2(CO2)C1. Its total charge is 0. Its gap between HOMO and LUMO is 0.3952 Ha. The HOMO energy comes out at -9.870 eV. As for the LUMO energy: 0.884 eV. Its spin multiplicity is 1.

Mulliken population analysis, charges in e, atoms 1 to 8: -0.56, 0.13, -0.77, 0.49, -0.32, -0.49, -0.80, 0.34


14.
Molecular formula: C5H8O2
Method: DFT, wB97M-V/def2-TZVPD

Positions of all 15 atoms, in Å:
C  1.11082  0.14868  -0.03690
C  -0.06816  -0.62209  0.48383
C  -1.27655  0.40299  1.05842
C  -1.91241  0.40275  -0.39853
C  -1.09366  -0.95359  -0.68507
H  1.87517  -1.32076  0.45041
H  0.06119  -1.63504  1.04861
H  -1.75944  0.05871  1.73599
H  -0.86474  1.32854  1.58267
H  -2.80508  -0.01099  -0.68120
H  -1.64008  1.19034  -1.05759
H  -1.56156  -1.67623  -0.44036
H  -0.63729  -1.11666  -1.95229
O  2.31072  -0.44413  0.07362
O  1.03572  1.30784  -0.47572

Its total charge is 0. Its gap between HOMO and LUMO is 0.4001 Ha. The HOMO energy comes out at -10.255 eV. As for the LUMO energy: 0.634 eV. Its spin multiplicity is 1.

Mulliken population analysis, charges in e, atoms 1 to 8: 0.44, 0.19, -1.10, -0.49, -0.89, 0.42, 0.24, 0.56


15.
Molecular formula: C5H8O2
Method: DFT, wB97M-V/def2-TZVPD

Positions of all 15 atoms, in Å:
C  2.03198  -0.23758  -0.25979
C  0.31467  0.35070  1.60784
O  0.95294  0.67096  0.03640
C  -0.38464  0.15075  0.33621
C  -1.57706  0.89314  -0.24653
O  -2.10108  -0.32517  -0.79358
C  -0.97325  -1.08593  -0.34032
H  2.50727  -0.53405  0.67382
H  1.67132  -1.12095  -0.79381
H  2.73154  0.31632  -0.89095
H  0.06911  1.39704  1.87703
H  -2.23688  1.31606  0.52233
H  -1.35854  1.65017  -1.00867
H  -0.40493  -1.50023  -1.18318
H  -1.26213  -1.89319  0.34122

Its total charge is 0. Its gap between HOMO and LUMO is 0.3414 Ha. The HOMO energy comes out at -8.431 eV. As for the LUMO energy: 0.859 eV. Its spin multiplicity is 1.

Mulliken population analysis, charges in e, atoms 1 to 8: -0.61, -0.69, -0.19, 0.85, -0.57, -0.42, -0.42, 0.29


16.
Molecular formula: C5H8O2
Method: DFT, wB97M-V/def2-TZVPD

Positions of all 15 atoms, in Å:
O  1.84459  1.63148  0.51046
C  1.66780  0.57251  1.06768
C  1.04908  -0.64145  0.40935
C  -0.23938  -0.42114  -0.38594
O  -0.35267  -1.25587  -1.50912
C  -1.51770  -0.21226  0.35833
C  -0.92823  0.90692  -0.46687
H  1.99211  0.43781  2.12345
H  0.89140  -1.41819  1.16657
H  1.80514  -1.03424  -0.28690
H  -0.08750  -0.73167  -2.27806
H  -1.47321  -0.14162  1.44045
H  -2.39110  -0.71710  -0.03927
H  -1.42546  1.12809  -1.40920
H  -0.47715  1.75915  0.02550

The SMILES is O=CCC1(O)CC1. Its total charge is 0. Its gap between HOMO and LUMO is 0.3925 Ha. The HOMO energy comes out at -9.837 eV. As for the LUMO energy: 0.843 eV. Its spin multiplicity is 1.

Mulliken population analysis, charges in e, atoms 1 to 8: -0.48, -0.02, -0.71, 0.87, -0.59, -0.69, -0.77, 0.33


17.
Molecular formula: C5H8O2
Method: DFT, wB97M-V/def2-TZVPD

Positions of all 15 atoms, in Å:
C  0.00505  0.26884  -1.56247
C  -0.56347  -1.01120  -0.95882
O  0.20630  -1.50551  0.11779
C  0.58649  -0.50934  1.01551
C  -0.35262  0.48764  1.63598
C  0.63233  0.93423  0.58762
O  0.03113  1.31801  -0.61816
H  1.01490  0.12175  -1.97027
H  -0.66179  0.59824  -2.36408
H  -1.58872  -0.81210  -0.61307
H  -0.59556  -1.80965  -1.70461
H  1.36719  -0.89970  1.66365
H  -1.37793  0.50004  1.27855
H  -0.21362  0.78778  2.66765
H  1.51030  1.53096  0.82474

The SMILES is C1CO[C@@H]2C[C@@H]2O1. Its total charge is 0. Its gap between HOMO and LUMO is 0.3736 Ha. The HOMO energy comes out at -9.092 eV. As for the LUMO energy: 1.073 eV. Its spin multiplicity is 1.

Mulliken population analysis, charges in e, atoms 1 to 8: -0.35, -0.49, -0.42, -0.10, -0.65, -0.08, -0.40, 0.29


| no. | largest force on an atom (eV Å⁻¹) |
| --- | --- |
| 1 | 0.6 |
| 2 | 0.5 |
| 3 | 2.5 |
| 4 | 0.3 |
| 5 | 0.6 |
| 6 | 2.1 |
| 7 | 2.3 |
| 8 | 0.7 |
| 9 | 0.7 |
| 10 | 3.0 |
| 11 | 2.5 |
| 12 | 0.4 |
| 13 | 2.0 |
| 14 | 15.0 |
| 15 | 0.4 |
| 16 | 0.6 |
| 17 | 0.3 |